1.
The following is a DFT calculation (ωB97M-V/def2-TZVPD) of 3 unconnected molecules or ions with the total composition C4H9INO.

XYZ file:
```
16
Properties=species:S:1:pos:R:3:lowdin_charge:R:1
I -4.92351 -0.72817 0.23465 0.3909
O 0.38577 0.54004 0.77424 0.3929
N 5.14202 -3.94633 -0.12094 0.0220
C -0.34040 1.30721 0.35344 -0.0062
C -1.00117 2.64670 -1.40535 0.2692
C -1.22659 2.17360 -0.12238 -0.2430
C -2.19417 2.71174 0.96196 0.0471
H 4.27607 -3.48211 -0.36606 0.0035
H 5.06248 -4.70766 0.49113 -0.0193
H -1.47562 3.44949 -1.95158 0.1142
H 5.81616 -4.12916 -0.82524 -0.0062
H -0.35786 2.21292 -2.14576 0.1049
H -1.71391 2.35902 1.80012 0.0612
H -6.41500 -0.70910 0.78022 -0.3406
H -2.28410 3.86964 0.75768 0.1653
H -3.06154 2.16838 0.70677 0.0441
```

As for the spin multiplicity: 1. For the LUMO energy, the calculation gives -6.6 eV. Its HOMO energy is -11.26 eV. Its charge is +1.

2.
The following is a DFT calculation (ωB97M-V/def2-TZVPD) of a single C4H9ISi molecule.

XYZ file:
```
15
Properties=species:S:1:pos:R:3:lowdin_charge:R:1
I 2.93534 -0.43200 -0.48521 0.3665
Si 0.46388 -0.24874 -0.11319 0.2000
C -0.27638 2.54534 0.14546 -0.0321
C -0.19643 -1.44924 -1.46215 -0.2282
C -0.43263 1.35490 -0.48335 -0.2683
C 0.02944 -0.96207 1.75613 -0.2025
H -0.94209 3.40285 -0.10120 0.0678
H -1.15961 -1.14513 -1.47719 -0.0272
H 0.81702 -1.67214 2.03480 0.0014
H 0.29231 -1.18270 -2.43093 0.0560
H 0.05773 -0.24633 2.65338 0.0478
H -0.88814 -1.43420 1.52528 -0.0182
H 0.39294 2.70571 0.92896 0.0286
H -0.12641 -2.39182 -1.12313 -0.0178
H -0.96697 1.15556 -1.36765 0.0264
```

As for the spin multiplicity: 1. For the LUMO energy, the calculation gives 0.5 eV. Its HOMO energy is -9.29 eV.

3.
The following is a DFT calculation (ωB97M-V/def2-TZVPD) of a molecular structure, C4H9InO3PSSn.

XYZ file:
```
20
Properties=species:S:1:pos:R:3:lowdin_charge:R:1
Sn 0.76686 -1.11715 -3.10553 1.5017
In 2.12381 -0.88019 1.68078 0.3797
S 3.69465 -2.27337 -1.32959 0.1076
P 2.77534 -0.61451 -0.75745 0.1330
O -1.28352 -0.26043 -0.20683 -0.0223
O -0.71936 1.73935 0.80476 0.0477
O -1.01302 0.98676 -2.10702 -0.0478
C -0.66371 0.48129 0.87318 -0.4387
C -0.00055 -0.28027 2.07898 -0.2195
C -1.80889 0.62291 -1.20361 -0.3876
C -3.31976 1.11603 -1.11684 0.0385
H -0.05234 0.40070 3.00386 0.0870
H -3.88934 0.44023 -0.38159 0.1134
H 2.41823 -2.56242 2.29082 -0.0761
H 1.65727 -0.41527 -1.67151 -0.4050
H -0.60157 -1.22305 2.28986 0.0630
H 3.21720 0.16416 2.66764 -0.0748
H -3.31160 2.16935 -0.66885 0.1235
H -3.74711 1.07009 -2.16718 0.1047
H 3.75742 0.43579 -0.97387 -0.0281
```

As for the spin multiplicity: 1. For the LUMO energy, the calculation gives -7.6 eV. Its HOMO energy is -11.99 eV. Its charge is +1.

4.
The following is a DFT calculation (ωB97M-V/def2-TZVPD) of a molecular structure, C4H9MgO4Sm.

XYZ file:
```
19
Properties=species:S:1:pos:R:3:lowdin_spin:R:1
Sm -3.38086 -0.58292 2.57221 6.0343
Mg -0.81219 -0.79232 0.27507 -0.0002
O 0.05174 1.81226 0.26070 -0.0012
O -2.69385 -1.28235 0.39809 -0.0177
O 1.14302 -0.97294 -0.31138 0.0000
O -1.37925 0.60459 1.62807 -0.0150
C 2.29782 -1.77964 -0.31599 0.0000
C 1.18102 0.23383 -1.13069 0.0000
C -0.11226 0.96358 -0.90595 -0.0005
C -1.05897 1.84942 1.12849 -0.0001
H 2.07981 0.79606 -0.81862 0.0000
H -0.34871 1.58323 -1.78307 0.0000
H 3.14934 -1.21790 0.09730 0.0000
H 2.09814 -2.65219 0.31586 0.0000
H 2.53102 -2.10939 -1.34049 0.0000
H -3.32656 -1.18470 -0.40488 0.0003
H -0.80956 2.52299 1.96695 0.0001
H -1.90074 2.28564 0.55021 0.0001
H 1.29106 -0.07726 -2.18187 0.0000
```

As for the spin multiplicity: 7. The expectation value of S² is 12.0078. For the LUMO energy (spin up / spin down), the calculation gives -5.1 / -5.0 eV. Its HOMO energy (spin up / spin down) is -9.87 / -9.87 eV. Its charge is +1.

5.
The following is a DFT calculation (ωB97M-V/def2-TZVPD) of 2 unconnected molecules or ions with the total composition C4H9N.

XYZ file:
```
14
Properties=species:S:1:pos:R:3:lowdin_spin:R:1
N 3.41416 -0.01510 -1.92560 0.1629
C -5.18586 -0.52865 1.64863 0.0161
C -5.31117 -0.06817 0.40483 0.0322
C 4.71115 0.04842 0.20630 0.0707
C 3.82685 0.51095 -0.71675 0.3680
H 5.72525 -0.23289 -0.05968 0.0055
H -4.72781 -1.49040 1.83390 0.0022
H -5.64096 0.00634 2.47140 0.0015
H 3.33404 1.46744 -0.52072 0.0816
H -5.88252 0.83678 0.25577 0.0037
H 2.67229 0.53542 -2.36019 0.1618
H 3.35025 -1.02637 -1.95493 0.0786
H -4.94187 -0.66455 -0.41673 0.0055
H 4.65618 0.62079 1.13378 0.0097
```

As for the spin multiplicity: 2. The expectation value of S² is 0.7513. For the LUMO energy (spin up / spin down), the calculation gives 3.2 / 3.0 eV. Its HOMO energy (spin up / spin down) is 1.34 / -3.67 eV. Its charge is -1.

6.
The following is a DFT calculation (ωB97M-V/def2-TZVPD) of a gas-phase ion, C4H9N (charge -1).

XYZ file:
```
14
Properties=species:S:1:pos:R:3:lowdin_spin:R:1
N 1.97552 -1.36016 0.51040 0.1985
C 0.22670 0.32386 0.25534 0.0682
C 0.69610 -0.91714 0.35086 0.2958
C -1.19353 0.82598 0.19981 0.0243
C -1.61584 1.11153 -1.25068 0.0168
H -1.36980 0.26597 -1.90134 0.0071
H -0.01992 -1.71571 0.54010 0.0648
H -2.67332 1.32264 -1.42264 0.0027
H 2.20780 -2.25159 0.93694 0.1777
H 2.77224 -0.73756 0.49798 0.1085
H -1.02221 1.93301 -1.65546 0.0026
H -1.25877 1.81181 0.68966 0.0022
H -1.83931 0.32530 0.92115 0.0095
H 1.00915 1.04756 0.51349 0.0215
```

As for the spin multiplicity: 2. The expectation value of S² is 0.7503. For the LUMO energy (spin up / spin down), the calculation gives 4.0 / 3.9 eV. Its HOMO energy (spin up / spin down) is 1.49 / -3.69 eV. Its charge is -1.

7.
The following is a DFT calculation (ωB97M-V/def2-TZVPD) of a single C4H9N molecule.

XYZ file:
```
14
Properties=species:S:1:pos:R:3:lowdin_charge:R:1
N 0.07935 -0.51607 -0.90929 -0.1348
C 1.35560 -0.36061 1.16851 0.0332
C 0.53408 0.17413 0.21328 -0.4931
C -1.27436 -1.01531 -0.88313 -0.1309
C 0.06134 1.55638 0.38486 -0.0797
H -0.46396 1.68587 1.26170 0.0415
H -1.48087 -1.33216 0.12601 0.0602
H 0.82088 -1.16296 -1.34740 0.1496
H -1.36366 -1.94601 -1.60485 0.1136
H 1.48868 -1.47929 1.05554 0.0686
H -0.68531 1.85076 -0.38451 0.0776
H 0.93612 2.31817 0.26688 0.1207
H 1.87843 0.29225 1.90018 0.0649
H -1.88632 -0.06515 -1.24779 0.1086
```

As for the spin multiplicity: 1. For the LUMO energy, the calculation gives 1.1 eV. Its HOMO energy is -8.35 eV.

8.
The following is a DFT calculation (ωB97M-V/def2-TZVPD) of a single C4H9N molecule.

XYZ file:
```
14
Properties=species:S:1:pos:R:3:lowdin_charge:R:1
N -1.05263 -0.85622 -0.21338 -0.0788
C -0.52302 0.07349 -1.22964 -0.2034
C 0.61082 0.42545 0.90094 -0.1969
C 0.70321 0.76942 -0.57250 -0.1886
C -0.12530 -0.92895 0.90356 -0.2335
H 1.57118 0.26332 -1.00019 0.1000
H -0.21793 -0.49582 -2.10215 0.0941
H 1.58803 0.39914 1.39172 0.1038
H -1.97144 -0.61884 0.11967 0.0912
H -0.67414 -1.01523 1.83835 0.1048
H 0.82001 1.81917 -0.83440 0.1005
H 0.56870 -1.76757 0.85739 0.1028
H 0.01953 1.16240 1.43670 0.1006
H -1.31703 0.77023 -1.49606 0.1033
```

As for the spin multiplicity: 1. For the LUMO energy, the calculation gives 1.2 eV. Its HOMO energy is -8.63 eV.